Here is 2 unconnected molecules or ions with the total composition C24H28N4O5 in a non-equilibrium geometry from the Open Molecules 2025 dataset. Energies are from the ωB97M-V functional and the def2-TZVPD basis.

Last column: natural (NBO) charge in e.
Element x y z (Å)
O -0.529 -3.291 -0.303  -0.6724
O 0.412 1.342 3.244  -0.6000
O 4.962 1.533 3.099  -0.6260
O 3.038 -2.603 2.701  -0.6213
O -1.445 -1.306 -0.815  -0.5209
N 2.681 1.413 3.117  -0.4682
N -4.899 0.022 3.347  -0.4884
N 2.009 -1.801 -0.339  -0.2417
N 3.992 -0.571 2.997  -0.4718
C -5.177 1.183 4.176  -0.3931
C 2.878 -1.391 2.802  0.6815
C -0.885 -1.113 2.629  -0.1414
C 4.333 -1.377 -0.653  -0.2290
C -3.727 -1.109 -1.350  -0.6260
C 5.304 -1.186 2.991  -0.4151
C 3.037 -0.924 -0.614  0.0129
C 3.949 0.830 3.064  0.8071
C 0.751 -1.278 -0.051  -0.2933
C -0.401 -2.072 -0.408  0.7350
C -3.568 -0.359 3.094  0.1719
C 3.562 -3.621 -0.329  -0.1891
C 4.626 -2.737 -0.489  -0.1967
C -5.936 -0.214 2.359  -0.3949
C -2.928 -1.291 3.943  -0.2262
C -1.626 -1.687 3.683  -0.1760
C 0.509 -1.514 2.396  0.0677
C -1.500 -0.126 1.849  -0.0667
C -2.677 -2.069 -0.870  -0.0763
C 2.711 2.846 3.312  -0.4142
C 2.268 -3.157 -0.309  0.0132
C 1.569 -0.733 2.752  -0.3712
C -2.842 0.188 2.019  -0.2702
C 1.461 0.712 3.047  0.6765
H -0.897 0.429 1.131  0.2059
H -6.904 -0.164 2.879  0.1983
H -1.116 -2.392 4.339  0.2141
H -4.449 1.262 4.993  0.2098
H -3.475 -1.679 4.803  0.2237
H 3.351 3.271 2.537  0.2161
H -3.684 -0.155 -0.814  0.2147
H 0.699 -2.583 2.239  0.2517
H -6.187 1.076 4.599  0.1926
H 3.699 -4.697 -0.203  0.2376
H 6.004 -0.377 3.190  0.2445
H -2.888 -2.452 0.135  0.1935
H -5.916 0.547 1.555  0.1619
H 0.685 -0.214 -0.271  0.2109
H -4.726 -1.536 -1.213  0.2139
H 1.692 3.218 3.265  0.2417
H -5.147 2.121 3.589  0.1643
H -5.817 -1.208 1.908  0.2048
H 5.354 -1.964 3.759  0.2182
H 5.116 -0.638 -0.799  0.2384
H -3.598 -0.915 -2.420  0.2090
H 2.709 0.103 -0.782  0.2269
H -2.539 -2.910 -1.557  0.1970
H 1.390 -3.798 -0.249  0.2799
H 5.507 -1.634 2.012  0.2009
H 5.654 -3.100 -0.480  0.2311
H -3.330 0.904 1.355  0.2127
H 3.163 3.087 4.278  0.2102

Summary:
Charge: 0
E in eV: -41539.44689
Highest occupied orbital energy in eV: -7.475
Energy relative to the best compared isomer or geometry (same formula, charge and spin) in kJ/mol: 428.9
Gap between HOMO and LUMO in eV: 6.8